--- P ---
{"formula": "C17H30FN3O6S", "method": "ωB97M-V/def2-TZVPD", "elements": ["C", "O", "H", "C", "O", "H", "H", "H", "H", "C", "H", "O", "O", "C", "F", "N", "C", "C", "H", "O", "O", "H", "C", "H", "C", "C", "H", "H", "S", "H", "N", "H", "H", "H", "C", "H", "C", "C", "C", "H", "H", "H", "N", "C", "H", "C", "H", "C", "H", "H", "H", "C", "H", "H", "H", "H", "H", "H"], "xyz": [[0.235, 0.355, -0.703], [-1.648, 4.235, -3.699], [0.741, 1.825, -2.895], [4.405, 2.651, -1.264], [0.964, 1.320, -0.529], [1.740, -2.646, -1.263], [6.577, 2.623, -1.473], [3.178, 1.160, -2.243], [2.066, -1.072, -2.038], [4.337, 1.966, 0.113], [6.885, 2.455, 1.063], [4.716, -1.457, -1.177], [-0.019, -1.141, -3.369], [5.454, 0.951, 0.429], [-0.263, -1.887, 0.088], [-0.956, 0.486, -1.347], [1.875, -1.575, -1.094], [0.751, -0.989, -0.204], [7.286, 0.819, 1.596], [0.221, 4.496, -2.221], [0.672, 4.003, -4.584], [-2.148, -1.216, -1.001], [6.464, 1.516, 1.425], [3.453, 4.490, -0.575], [4.149, -1.088, -0.161], [4.882, -0.376, 0.952], [1.622, -1.573, 1.721], [-2.242, 1.898, -2.181], [-0.297, 3.800, -3.554], [5.770, 3.854, -2.441], [-1.691, -2.646, -3.139], [4.905, 0.832, -2.377], [1.188, 4.411, -2.153], [2.330, 3.229, -1.106], [-1.194, 1.819, -1.903], [-1.256, -3.275, -3.792], [-0.294, 2.088, -3.109], [-1.776, -0.609, -1.823], [4.158, 1.628, -2.374], [4.176, 2.113, -3.354], [5.942, 4.081, -0.697], [3.357, 1.484, 0.174], [2.813, -1.248, -0.031], [1.788, -0.841, 0.928], [4.340, 2.744, 0.886], [-1.056, -1.488, -2.844], [4.238, -0.197, 1.817], [5.753, 3.340, -1.477], [-2.474, -2.971, -2.602], [3.275, 4.175, -2.306], [-0.992, 2.553, -1.127], [3.293, 3.704, -1.316], [5.986, 0.705, -0.493], [5.984, 1.717, 2.387], [5.698, -1.029, 1.268], [1.887, 0.165, 1.329], [-2.644, -0.175, -2.320], [-0.607, 1.546, -4.001]], "smiles": "C[C@@H](CC(=O)N1CC(F)(C(=O)N(CCS(=O)(=O)O)CC(N)=O)C1)CC(C)(C)C", "total_charge": 0, "e_lumo_ev": 0.3, "homo_lumo_gap_ev": 9.75, "e_homo_ev": -9.47}



--- Q ---
{"formula": "C17H30FN3O6S", "method": "ωB97M-V/def2-TZVPD", "elements": ["H", "C", "H", "F", "H", "C", "H", "C", "H", "H", "O", "C", "H", "H", "C", "H", "N", "C", "H", "H", "H", "C", "H", "H", "H", "H", "H", "S", "H", "H", "C", "C", "C", "O", "H", "C", "C", "O", "C", "C", "C", "N", "H", "H", "H", "H", "H", "N", "H", "O", "H", "C", "O", "H", "C", "H", "H", "O"], "xyz": [[-1.842, 5.328, -1.835], [-0.589, -1.586, 1.755], [-1.055, 5.793, -3.297], [-1.890, 2.055, -2.593], [2.106, 1.433, 0.017], [0.675, -2.456, 1.620], [0.589, -2.548, -0.545], [1.930, 2.243, -0.691], [-3.202, -0.625, 1.510], [-3.239, -2.978, 3.562], [0.641, 0.035, -1.451], [-0.216, 3.494, -1.004], [-0.628, -0.980, 0.842], [1.523, -3.853, 0.199], [-2.778, -1.718, -0.317], [-3.253, 1.484, -0.514], [-1.033, 5.285, -2.428], [-1.994, -0.368, -2.268], [-1.216, -1.107, -2.439], [2.810, -2.087, 1.472], [0.215, 4.111, -0.213], [-2.320, -2.403, 3.430], [1.751, -3.995, 2.689], [-1.541, -2.872, 4.030], [1.961, -0.942, 2.515], [-2.491, -1.401, 3.834], [4.872, -0.027, -1.020], [4.533, 2.025, -1.418], [2.156, 3.186, -0.198], [0.858, -2.897, 3.745], [-3.058, -1.653, 1.167], [-2.387, 0.819, -0.518], [2.837, 2.067, -1.905], [0.722, 4.049, -3.142], [1.809, -0.825, 0.750], [-0.015, 1.062, -1.447], [0.823, -3.427, 2.790], [4.785, 3.130, -0.553], [-1.925, -2.323, 1.958], [0.629, -3.235, 0.303], [-0.128, 4.282, -2.312], [0.512, 2.247, -1.048], [-2.663, -0.290, -3.125], [-0.242, -3.889, 0.241], [-3.993, -2.190, 1.341], [-0.448, -0.881, 2.585], [2.628, 1.134, -2.424], [-2.690, -0.533, -0.988], [-1.858, 0.880, 0.434], [-2.625, -2.772, -0.904], [0.002, -4.146, 2.826], [1.885, -1.519, 1.590], [4.583, 0.727, -0.486], [2.739, 2.899, -2.601], [-1.507, 1.002, -1.779], [-1.834, -3.337, 1.560], [-1.259, 3.326, -0.738], [5.347, 1.765, -2.564]], "smiles": "C[C@@H](CC(=O)N1CC(F)(C(=O)N(CCS(=O)(=O)O)CC(N)=O)C1)CC(C)(C)C", "total_charge": 0, "e_lumo_ev": 0.2, "homo_lumo_gap_ev": 9.91, "e_homo_ev": -9.73}



Most stable structure: P



--- P ---
{"formula": "C2H4N2S3", "method": "ωB97M-V/def2-TZVPD", "elements": ["N", "H", "C", "S", "S", "H", "N", "S", "C", "H", "H"], "xyz": [[-0.290, -1.257, -0.107], [-1.646, 2.087, 0.310], [-0.774, -1.689, -1.298], [-1.993, -0.993, -2.121], [-0.485, 2.227, 0.951], [1.984, -3.465, -0.074], [0.763, -1.880, 0.422], [0.241, -3.069, -1.786], [1.153, -2.838, -0.319], [-0.665, -0.443, 0.370], [0.168, 2.492, -0.173]], "smiles": "S=c1[nH]ncs1.S", "total_charge": 0, "e_lumo_ev": 0.4, "homo_lumo_gap_ev": 8.92, "e_homo_ev": -8.49}



--- Q ---
{"formula": "C2H4N2S3", "method": "ωB97M-V/def2-TZVPD", "elements": ["N", "H", "C", "S", "H", "S", "H", "S", "H", "C", "N"], "xyz": [[-1.844, -0.708, 1.358], [-1.936, -1.773, 1.451], [0.650, -0.403, 1.525], [0.010, -0.393, -2.368], [1.120, -0.080, 2.415], [2.164, 1.090, -0.121], [1.481, 1.640, -1.102], [-1.839, 0.032, -0.020], [-0.349, 0.963, -2.707], [0.779, -0.010, 0.257], [-0.237, -0.356, -0.687]], "total_charge": 0, "e_lumo_ev": [-0.5, -1.4], "homo_lumo_gap_ev": [7.92, 7.16], "e_homo_ev": [-8.42, -8.57]}



Most stable structure: P



--- P ---
{"formula": "C7H11N", "method": "ωB97M-V/def2-TZVPD", "elements": ["H", "H", "H", "H", "C", "C", "H", "C", "N", "H", "H", "C", "H", "C", "C", "C", "H", "H", "H"], "xyz": [[2.707, 0.239, 0.613], [0.081, -0.280, -2.006], [-0.598, 3.068, -0.115], [-3.664, -1.115, -0.111], [-0.838, 2.007, -0.242], [0.836, -1.734, -0.592], [0.473, -2.626, -0.090], [-0.143, -0.873, -1.131], [0.382, 1.234, -0.118], [1.397, -1.075, 0.407], [2.119, -0.265, 2.276], [1.867, 0.050, 1.270], [-1.614, 1.731, 0.485], [-2.648, -1.040, -0.406], [-1.495, -0.974, -0.752], [0.708, 0.822, 1.079], [1.701, -1.923, -1.221], [-0.020, 0.869, 1.900], [-1.250, 1.884, -1.244]], "total_charge": 0, "e_lumo_ev": [0.1, 0.1], "homo_lumo_gap_ev": [8.03, 8.03], "e_homo_ev": [-7.93, -7.93]}



--- Q ---
{"formula": "C7H11N", "method": "ωB97M-V/def2-TZVPD", "elements": ["H", "C", "C", "H", "C", "H", "C", "H", "H", "C", "H", "H", "N", "H", "C", "C", "H", "H", "H"], "xyz": [[1.597, -1.895, 0.127], [-1.818, 0.377, 0.657], [1.743, -0.817, -0.053], [2.279, -0.609, -0.897], [-0.595, -0.478, 0.995], [-0.006, -2.029, -0.081], [-1.860, 0.364, -0.699], [-0.078, 2.204, 0.253], [-0.523, -0.884, 2.026], [0.817, 1.642, 0.042], [-0.307, -0.720, -1.938], [2.267, -0.599, 0.860], [-0.902, -1.558, -0.026], [-2.714, 0.822, -1.260], [0.529, 0.064, -0.017], [-0.650, -0.484, -0.966], [-2.575, 0.619, 1.388], [1.059, 1.958, -1.068], [1.735, 2.020, 0.657]], "total_charge": 0, "e_lumo_ev": 1.0, "homo_lumo_gap_ev": 9.83, "e_homo_ev": -8.87}



Most stable structure: Q



--- P ---
{"formula": "C4H11S2", "method": "ωB97M-V/def2-TZVPD", "elements": ["H", "C", "H", "H", "H", "C", "H", "H", "S", "H", "H", "H", "C", "H", "H", "S", "C"], "xyz": [[-1.620, 0.856, 1.710], [-1.108, 0.191, 1.011], [3.789, -1.442, -0.439], [-0.053, 0.455, 0.996], [-1.334, 2.494, -0.587], [-1.678, 0.345, -0.398], [3.006, 0.010, 0.222], [-0.029, 1.460, -1.246], [1.364, -1.497, -0.749], [-2.768, 0.452, -0.335], [-0.083, -1.883, 1.053], [-1.552, 1.640, -2.106], [2.931, -1.074, 0.126], [2.941, -1.523, 1.120], [-1.464, -0.562, -0.956], [-1.236, -1.485, 1.688], [-1.107, 1.563, -1.109]], "total_charge": -1, "e_lumo_ev": 3.6, "homo_lumo_gap_ev": 6.26, "e_homo_ev": -2.67}



--- Q ---
{"formula": "C4H11S2", "method": "ωB97M-V/def2-TZVPD", "elements": ["H", "H", "S", "H", "H", "H", "C", "C", "H", "H", "H", "C", "S", "H", "H", "C", "H"], "xyz": [[-3.221, 2.512, 0.345], [2.187, 1.888, -0.141], [-1.963, 0.488, -0.169], [0.972, -2.302, 0.919], [0.519, 1.147, -0.441], [-0.205, -1.030, -1.635], [-2.426, 1.874, 0.872], [1.430, 1.173, 0.194], [-0.816, -2.520, -0.927], [-2.847, 1.503, 1.853], [0.888, -2.511, -1.717], [0.122, -1.945, -1.083], [2.206, -0.466, -0.016], [0.014, -0.850, 0.848], [-1.612, 2.558, 1.157], [0.733, -1.459, 0.259], [1.086, 1.409, 1.236]], "total_charge": -1, "e_lumo_ev": 3.4, "homo_lumo_gap_ev": 5.85, "e_homo_ev": -2.48}



--- R ---
{"formula": "C4H11S2", "method": "ωB97M-V/def2-TZVPD", "elements": ["C", "H", "C", "H", "S", "H", "H", "C", "S", "C", "H", "H", "H", "H", "H", "H", "H"], "xyz": [[-1.834, 0.501, -1.049], [-0.932, -0.984, -2.437], [1.723, 2.330, 1.711], [2.784, 2.622, 1.523], [1.187, 1.043, 0.500], [-1.723, 0.933, 0.014], [-1.720, 1.352, -1.771], [-0.897, -0.692, -1.349], [-1.264, -2.141, -0.255], [0.394, -2.462, 0.193], [0.130, -0.370, -1.109], [1.043, 3.232, 1.616], [0.991, -2.723, -0.717], [-2.875, 0.164, -1.198], [1.713, 1.946, 2.780], [0.832, -1.487, 0.630], [0.446, -3.262, 0.919]], "total_charge": -1, "e_lumo_ev": 3.4, "homo_lumo_gap_ev": 5.94, "e_homo_ev": -2.53}



--- S ---
{"formula": "C4H11S2", "method": "ωB97M-V/def2-TZVPD", "elements": ["H", "H", "S", "H", "S", "C", "H", "H", "H", "H", "C", "C", "H", "H", "H", "H", "C"], "xyz": [[2.270, -1.689, -0.302], [2.794, 1.981, -1.718], [3.874, 0.025, -0.881], [2.404, -0.483, 0.941], [-0.975, -0.490, 0.347], [2.454, 0.965, -1.498], [-3.450, -0.771, 1.910], [-4.554, 0.365, 1.134], [3.700, -1.759, 0.689], [-2.718, 0.978, -0.498], [2.989, -1.074, 0.239], [-3.704, -0.311, 0.954], [1.687, 0.966, -0.727], [2.049, 0.558, -2.416], [-2.359, 1.322, 1.147], [-3.961, -1.071, 0.219], [-2.499, 0.488, 0.458]], "total_charge": -1, "e_lumo_ev": 3.2, "homo_lumo_gap_ev": 5.61, "e_homo_ev": -2.42}



Most stable structure: P